Record 1
C29H20AuCl6P | wB97M-V/def2-TZVPD

The geometry in ORCA input format:
```
! RIJCOSX wB97M-V def2-TZVPD def2/J DEFGRID3
* xyz 0 3
C -0.58 -2.24 2.62
C -0.47 -3.28 1.66
C 0.92 -3.51 1.42
H -1.30 -3.79 1.18
C 1.67 -2.66 2.27
C 0.75 -1.90 3.05
H 1.04 -1.18 3.83
H -1.51 -1.77 2.90
H 1.32 -4.18 0.67
H 2.76 -2.50 2.26
Au 0.25 0.50 1.71
Cl 2.66 0.80 1.17
P 0.31 0.01 -0.55
C 1.34 -1.21 -1.49
C 0.86 -1.84 -2.66
H -0.19 -1.75 -2.95
C 1.70 -2.58 -3.49
H 1.29 -3.03 -4.39
C 3.04 -2.76 -3.16
H 3.70 -3.35 -3.81
C 3.52 -2.20 -1.98
H 4.56 -2.33 -1.70
C 2.68 -1.47 -1.14
H 3.08 -1.07 -0.20
C -1.38 -0.40 -1.28
C -1.86 -1.68 -0.93
H -1.23 -2.34 -0.33
C -3.08 -2.15 -1.42
H -3.49 -3.08 -1.03
C -3.76 -1.44 -2.41
H -4.67 -1.84 -2.84
C -3.24 -0.22 -2.85
H -3.74 0.32 -3.66
C -2.08 0.32 -2.28
H -1.72 1.28 -2.65
C 0.60 1.46 -1.58
C 1.46 1.54 -2.69
H 2.03 0.67 -3.01
C 1.59 2.75 -3.39
H 2.21 2.78 -4.29
C 0.99 3.92 -2.92
H 1.19 4.87 -3.39
C 0.17 3.85 -1.78
H -0.22 4.77 -1.34
C -0.13 2.61 -1.22
H -0.92 2.54 -0.47
Cl -1.52 -0.59 4.86
C -1.16 1.05 4.55
C -0.61 1.51 3.34
C -0.58 2.89 3.18
Cl 0.14 3.57 1.76
C -1.05 3.81 4.14
Cl -0.99 5.49 3.81
C -1.43 3.32 5.41
Cl -1.69 4.41 6.68
C -1.46 1.93 5.62
Cl -1.74 1.34 7.19
*
```

Output
gap between HOMO and LUMO (spin up / spin down): 8.520 / 5.368 eV
<S²>: 2.0245
LUMO level (spin up / spin down): 0.32 / -2.81 eV
HOMO energy (spin up / spin down): -8.20 / -8.18 eV
max |F|: 2.99 eV Å⁻¹
DFT total energy: -118510.03042 eV

***

Record 2
C5H13N3 | wB97M-V/def2-TZVPD

The geometry in ORCA input format:
```
! RIJCOSX wB97M-V def2-TZVPD def2/J DEFGRID3
* xyz 2 1
C 0.14 0.32 -0.19
C -2.01 -0.55 0.45
C -2.98 0.21 -0.40
C 2.55 0.48 0.12
C 1.33 -1.61 -0.08
N -0.77 -0.46 0.59
N 0.08 1.71 0.16
N 1.41 -0.26 -0.07
H -0.12 0.29 -1.36
H -2.46 -1.25 1.11
H -3.42 1.00 0.22
H -3.66 -0.58 -0.75
H -2.46 0.63 -1.16
H 2.61 1.24 -0.69
H 2.52 0.79 1.22
H 3.49 -0.18 -0.17
H 2.40 -1.98 -0.02
H 0.96 -2.05 0.89
H 0.76 -2.13 -0.81
H -0.68 2.33 -0.18
H 0.32 2.04 1.12
*
```

Output
gap between HOMO and LUMO (spin up / spin down): 6.939 / 8.426 eV
LUMO level (spin up / spin down): -12.62 / -11.58 eV
HOMO energy (spin up / spin down): -19.56 / -20.00 eV
energy above the lowest of the compared OMol25 structures with the same formula, charge and spin: 501.1 kJ/mol
max |F|: 5.56 eV Å⁻¹
DFT total energy: -9843.21038 eV

***

Record 3
C3H8O2 | wB97M-V/def2-TZVPD

The geometry in ORCA input format:
```
! RIJCOSX wB97M-V def2-TZVPD def2/J DEFGRID3
* xyz 1 2
C -0.45 -1.36 -0.47
C -0.99 -0.16 0.06
O -0.50 0.99 -0.31
C -2.06 -0.07 1.05
H -0.91 -2.32 -0.21
H 0.41 -1.28 -1.14
H 0.28 0.94 -0.88
H -2.53 -1.02 1.27
H -1.74 0.38 1.99
H -2.88 0.62 0.79
H 3.43 0.04 0.49
H 3.22 1.29 -0.38
O 3.20 0.32 -0.40
*
```

Output
gap between HOMO and LUMO (spin up / spin down): 10.862 / 7.189 eV
<S²>: 0.7549
LUMO level (spin up / spin down): -4.49 / -8.16 eV
HOMO energy (spin up / spin down): -15.35 / -15.35 eV
energy above the lowest of the compared OMol25 structures with the same formula, charge and spin: 0.0 kJ/mol
max |F|: 1.33 eV Å⁻¹
DFT total energy: -7326.58927 eV

***

Record 4
C24H24N4O5S | wB97M-V/def2-TZVPD

The geometry in ORCA input format:
```
! RIJCOSX wB97M-V def2-TZVPD def2/J DEFGRID3
* xyz 0 1
C 5.40 0.13 0.51
O 4.40 -0.16 -0.45
C 3.12 0.23 -0.18
C 2.73 0.92 0.95
C 1.39 1.27 1.13
O 1.10 2.02 2.24
C -0.17 2.02 2.75
C -0.75 3.24 3.03
C -2.03 3.26 3.60
N -2.72 2.19 3.88
C -2.16 0.99 3.65
C -2.90 -0.16 3.99
C -2.40 -1.43 3.82
O -3.10 -2.55 4.14
C -4.40 -2.42 4.67
C -1.08 -1.59 3.30
O -0.42 -2.76 3.09
C -0.97 -4.01 3.43
C -0.36 -0.47 2.95
C -0.87 0.83 3.09
C 0.44 0.91 0.18
C 0.84 0.20 -0.94
C 2.17 -0.13 -1.15
N 2.61 -0.85 -2.26
C 2.24 -0.77 -3.58
O 2.71 -1.53 -4.41
N 1.34 0.21 -3.89
C 0.94 0.45 -5.26
C 1.48 1.78 -5.79
C -0.54 0.40 -5.38
N -1.22 0.75 -6.41
C -2.56 0.59 -6.22
C -2.91 0.09 -5.01
S -1.52 -0.18 -4.04
H 6.32 -0.29 0.10
H 5.19 -0.35 1.47
H 5.52 1.21 0.65
H 3.43 1.22 1.71
H -0.23 4.15 2.79
H -2.52 4.21 3.81
H -3.88 0.01 4.40
H -5.06 -1.91 3.96
H -4.39 -1.87 5.61
H -4.75 -3.44 4.83
H -0.20 -4.73 3.18
H -1.20 -4.07 4.50
H -1.88 -4.22 2.86
H 0.64 -0.63 2.56
H -0.60 1.16 0.33
H 0.09 -0.13 -1.65
H 3.44 -1.41 -2.11
H 1.16 0.94 -3.22
H 1.37 -0.38 -5.84
H 2.57 1.77 -5.77
H 1.14 1.93 -6.81
H 1.12 2.60 -5.18
H -3.23 0.85 -7.02
H -3.89 -0.12 -4.63
*
```

Output
gap between HOMO and LUMO: 8.437 eV
LUMO level: 0.35 eV
HOMO energy: -8.08 eV
energy above the lowest of the compared OMol25 structures with the same formula, charge and spin: 305.2 kJ/mol
max |F|: 0.94 eV Å⁻¹
DFT total energy: -52310.35669 eV